1.
Molecular formula: C22H25ILaNO
Method: DFT, ωB97M-V/def2-TZVPD

**Gap between HOMO and LUMO**: 7.95 eV

CARTESIAN COORDINATES (ANGSTROEM)
C -0.853 -2.097 -0.623
C -1.935 -1.306 -0.174
C -2.084 -0.214 -1.058
H -2.531 -1.497 0.701
C -1.112 -0.351 -2.071
C -0.360 -1.509 -1.805
H -0.934 0.344 -2.871
C 1.167 -0.175 2.034
C -0.140 -0.626 2.279
C -1.018 0.463 2.089
H -0.428 -1.632 2.535
C -0.270 1.600 1.714
C 1.089 1.190 1.688
H -2.819 0.570 -0.989
H 0.498 -1.837 -2.364
H -0.483 -2.994 -0.155
H 1.927 1.801 1.409
H -2.088 0.424 2.185
H 2.066 -0.769 2.065
La 0.000 0.000 0.000
C -0.783 3.002 1.465
C 0.141 3.981 2.197
C -2.210 3.153 1.983
H 0.168 3.747 3.261
H -0.208 5.000 2.069
H 1.160 3.915 1.818
H -2.255 2.979 3.057
H -2.881 2.445 1.497
H -2.571 4.157 1.790
C -0.744 3.231 -0.052
C -1.088 4.608 -0.579
H -1.422 2.516 -0.526
H 0.242 2.968 -0.433
O -1.089 5.638 0.085
N -1.399 4.643 -1.909
C -1.620 3.519 -2.788
H -1.689 5.555 -2.226
C -3.001 2.904 -2.737
C -3.311 1.881 -3.630
H -2.559 1.536 -4.329
C -4.564 1.291 -3.623
H -4.789 0.497 -4.323
C -5.528 1.709 -2.713
H -6.505 1.246 -2.703
C -5.223 2.719 -1.814
H -5.965 3.051 -1.100
C -3.968 3.315 -1.829
H -3.744 4.110 -1.130
H -0.885 2.743 -2.583
H -1.417 3.853 -3.806
I 2.877 -1.216 -0.813

2.
Molecular formula: C22H25ILaNO
Method: DFT, ωB97M-V/def2-TZVPD

**Gap between HOMO and LUMO**: 6.12 eV

CARTESIAN COORDINATES (ANGSTROEM)
C 2.043 0.277 3.162
C 2.147 -0.472 1.975
C 1.896 0.406 0.875
H 2.464 -1.477 1.881
C 1.745 1.726 1.390
C 1.819 1.641 2.828
H 1.723 2.628 0.808
C -1.453 -1.920 3.467
C -0.216 -2.348 2.975
C -0.264 -2.402 1.569
H 0.593 -2.740 3.547
C -1.591 -2.062 1.188
C -2.340 -1.826 2.371
H 1.982 0.139 -0.178
H 1.756 2.470 3.518
H 2.234 -0.112 4.160
H -3.415 -1.711 2.420
H 0.528 -2.677 0.864
H -1.720 -1.796 4.495
La -0.670 0.791 2.053
C -2.012 -1.679 -0.263
C -3.555 -1.701 -0.390
C -1.276 -2.423 -1.383
H -3.879 -2.729 -0.131
H -3.836 -1.409 -1.430
H -3.998 -0.974 0.343
H -1.499 -3.504 -1.288
H -0.187 -2.255 -1.317
H -1.642 -2.028 -2.350
C -1.600 -0.169 -0.193
C -1.813 1.253 -0.641
H -0.478 -0.207 -0.270
H -2.120 -0.056 0.788
O -1.847 2.106 0.356
N -1.519 1.546 -1.961
C -0.313 2.422 -1.978
H -2.213 1.807 -2.687
C 1.040 1.844 -2.401
C 2.249 2.547 -2.220
H 2.178 3.512 -1.732
C 3.459 1.990 -2.611
H 4.349 2.574 -2.480
C 3.510 0.733 -3.184
H 4.454 0.306 -3.484
C 2.334 0.007 -3.368
H 2.347 -0.996 -3.846
C 1.084 0.561 -2.972
H 0.138 -0.032 -3.115
H -0.168 2.734 -0.948
H -0.547 3.396 -2.555
I -1.901 2.289 4.342

Verdict on stability: 1 comes out at the bottom.

1.
Molecular formula: C2H6N3O
Method: DFT, ωB97M-V/def2-TZVPD

**Net charge**: +1
**Gap between HOMO and LUMO**: 11.42 eV

CARTESIAN COORDINATES (ANGSTROEM)
C 2.476 -0.017 -0.074
C 1.069 0.170 -0.003
N -3.889 -0.280 0.111
N -1.655 0.206 -0.088
N -2.750 -0.095 -0.033
O 0.527 1.258 -0.093
H 3.146 0.855 0.233
H 2.913 -0.650 -0.843
H 2.845 -0.701 0.629
H 0.297 -0.611 0.003
H -4.307 -1.172 0.242
H -0.672 1.037 -0.082

2.
Molecular formula: C2H6N3O
Method: DFT, ωB97M-V/def2-TZVPD

**Net charge**: +1
**Gap between HOMO and LUMO**: 11.12 eV

CARTESIAN COORDINATES (ANGSTROEM)
C 1.201 -0.826 0.620
C 0.217 0.763 -0.353
N 0.568 -1.357 -0.418
N 1.007 0.467 0.682
N -0.253 1.934 -0.679
O -0.078 -0.345 -1.074
H 1.798 -1.372 1.328
H -2.049 -0.513 1.287
H 0.457 -2.297 -0.783
H -2.029 -1.242 1.005
H 0.003 2.739 -0.124
H -0.843 2.050 -1.491

Verdict on stability: 1 comes out at the bottom.